Computed, not measured: C45H42N4O7P2PbS as an isolated structure, with ωB97M-V with the def2-TZVPD basis set.

```
102
C45H42N4O7P2PbS, DFT ωB97M-V with the def2-TZVPD basis set
Pb 0.2237 1.2221 -0.5642
O -2.1805 7.7054 1.2014
C -1.8752 6.5295 1.1050
C -2.7276 5.3528 1.4845
O -3.8107 5.3874 2.0378
C -1.9721 4.1384 1.0662
C -0.7043 4.5561 0.5033
O 0.1641 3.7298 0.0508
C -0.5794 5.9954 0.6061
O 0.4018 6.7233 0.3391
O -2.3528 2.9681 1.1950
C -1.5584 -2.3070 0.5649
C -1.0801 -1.5875 1.8255
P -1.3453 0.2382 1.7103
C -3.1689 0.3309 1.7285
C -3.8198 0.2802 0.4983
C -5.2030 0.3263 0.4241
C -5.9554 0.4466 1.5836
C -5.3148 0.5269 2.8113
C -3.9306 0.4685 2.8836
C -0.7992 0.8453 3.3432
C -0.9168 0.1015 4.5152
C -0.4591 0.6084 5.7249
C 0.1245 1.8666 5.7717
C 0.2573 2.6096 4.6065
C -0.1955 2.1009 3.3991
P -0.5075 -1.9664 -0.9837
C -1.6512 -2.9630 -2.0228
C -1.5115 -4.3289 -2.2399
C -2.4334 -5.0233 -3.0158
C -3.5133 -4.3627 -3.5799
C -3.6589 -2.9960 -3.3721
C -2.7334 -2.3058 -2.6071
C 0.9336 -3.0405 -0.5431
C 2.2087 -2.6134 -0.9221
C 3.3344 -3.3515 -0.5940
C 3.2166 -4.5400 0.1173
C 1.9613 -4.9704 0.5140
C 0.8352 -4.2169 0.1961
H -2.5629 -1.9638 0.2994
H -1.6817 -3.3752 0.7657
H -0.0042 -1.7143 1.9621
H -1.5817 -1.9914 2.7102
H -3.2363 0.2365 -0.4152
H -5.6901 0.2899 -0.5426
H -7.0359 0.5018 1.5285
H -5.8936 0.6562 3.7180
H -3.4409 0.5657 3.8438
H -1.3723 -0.8809 4.4930
H -0.5596 0.0191 6.6289
H 0.4835 2.2639 6.7138
H 0.7212 3.5875 4.6317
H -0.0853 2.6763 2.4878
H -0.6644 -4.8567 -1.8203
H -2.2995 -6.0861 -3.1835
H -4.2305 -4.9029 -4.1865
H -4.4884 -2.4626 -3.8213
H -2.8289 -1.2323 -2.4859
H 2.3089 -1.6968 -1.4857
H 4.3112 -2.9927 -0.8965
H 4.0989 -5.1167 0.3701
H 1.8507 -5.8885 1.0798
H -0.1317 -4.5735 0.5259
C 3.2914 0.3235 4.1213
C 3.2952 -0.5981 2.8951
C 2.7499 -1.9756 3.2942
C 4.7264 -0.7488 2.3657
C 2.4387 -0.0123 1.8481
C 1.7233 0.4734 0.9949
H 3.9333 -0.0939 4.9037
H 2.2797 0.4332 4.5176
H 3.6603 1.3154 3.8562
H 3.3858 -2.4229 4.0651
H 2.7234 -2.6437 2.4325
H 1.7391 -1.8815 3.6940
H 5.3698 -1.1738 3.1427
H 5.1271 0.2219 2.0701
H 4.7435 -1.4066 1.4971
S -0.2777 0.2301 -4.1460
C -0.1003 -0.4796 -5.7417
C -0.8401 0.0664 -6.7905
C -0.7353 -0.4625 -8.0670
C 0.1066 -1.5399 -8.3128
C 0.8384 -2.0814 -7.2632
C 0.7410 -1.5645 -5.9800
H -1.4940 0.9116 -6.6053
H -1.3128 -0.0267 -8.8741
H 0.1886 -1.9545 -9.3102
H 1.4913 -2.9281 -7.4417
H 1.2765 -1.9991 -5.1473
N 2.4412 5.1700 -0.5499
C 3.6856 5.0489 -0.9441
N 4.5390 6.1119 -0.7646
N 4.2186 3.9563 -1.4935
C 3.3291 3.0040 -1.7050
N 2.5312 2.1800 -1.8803
H 1.9760 5.9977 -0.1407
H 1.7878 4.3783 -0.5089
H 4.1045 7.0059 -0.6104
H 5.3285 6.1069 -1.3873
O 0.8569 -0.5616 -3.2880
O 0.4437 -1.9279 -3.0295
```

Values from the calculation:
2S+1 ... 1
Charge ... -2
ΔE to the lowest compared entry with this formula, charge and spin ... 17.2 kcal per mole
Frontier orbital gap ... 5.962 eV

Atomic partial charges in e from the Mulliken method, atoms 1 to 2: 1.59, -0.70


Computed, not measured: C45H42N4O7P2PbS as an isolated structure, with ωB97M-V with the def2-TZVPD basis set.

```
102
C45H42N4O7P2PbS, DFT ωB97M-V with the def2-TZVPD basis set
Pb -0.0354 -1.2293 0.1639
O -0.3922 -5.5537 -4.6708
C -0.3060 -4.7433 -3.7694
C 0.7618 -4.7118 -2.7020
O 1.7087 -5.4781 -2.6192
C 0.4314 -3.5726 -1.8373
C -0.7033 -2.8876 -2.3563
O -1.1525 -1.8035 -1.8350
C -1.2340 -3.5797 -3.5253
O -2.2073 -3.2869 -4.2072
O 1.0459 -3.1862 -0.7951
C 2.6251 1.4348 -3.0764
C 2.6238 2.6672 -2.1586
P 1.8889 2.2791 -0.4889
C 3.2265 1.2865 0.2921
C 2.9335 0.6485 1.5012
C 3.8703 -0.1690 2.1179
C 5.1187 -0.3604 1.5418
C 5.4285 0.2779 0.3495
C 4.4894 1.0944 -0.2680
C 2.1302 3.9156 0.3104
C 3.3124 4.3512 0.9044
C 3.3935 5.6125 1.4787
C 2.2923 6.4577 1.4647
C 1.1054 6.0299 0.8854
C 1.0230 4.7638 0.3235
P 1.1945 0.3096 -2.7076
C -0.1887 1.3890 -3.2257
C -0.2462 2.0195 -4.4676
C -1.2899 2.8784 -4.7771
C -2.2862 3.1224 -3.8393
C -2.2345 2.5066 -2.5980
C -1.1902 1.6443 -2.2921
C 1.3715 -0.9126 -4.0502
C 0.3708 -1.2049 -4.9725
C 0.5023 -2.2858 -5.8353
C 1.6332 -3.0846 -5.7896
C 2.6360 -2.8050 -4.8696
C 2.5010 -1.7341 -4.0026
H 3.5198 0.8316 -2.9052
H 2.6341 1.7291 -4.1301
H 1.9380 3.4188 -2.5629
H 3.6123 3.1368 -2.1171
H 1.9603 0.8057 1.9508
H 3.6062 -0.6699 3.0420
H 5.8430 -1.0127 2.0150
H 6.3993 0.1323 -0.1105
H 4.7512 1.5789 -1.2004
H 4.1724 3.6918 0.9276
H 4.3180 5.9331 1.9454
H 2.3537 7.4397 1.9191
H 0.2333 6.6727 0.8930
H 0.0836 4.4034 -0.0810
H 0.5266 1.8251 -5.2036
H -1.3293 3.3547 -5.7500
H -3.1036 3.7924 -4.0797
H -3.0041 2.6901 -1.8584
H -1.1538 1.1860 -1.3127
H -0.5509 -0.6379 -4.9721
H -0.3178 -2.5413 -6.4941
H 1.7030 -3.9617 -6.4199
H 3.4929 -3.4611 -4.7840
H 3.2518 -1.5735 -3.2354
C -2.9846 2.2384 5.3512
C -3.7451 2.3556 4.0214
C -4.5181 3.6803 3.9981
C -4.7383 1.1895 3.9138
C -2.7785 2.3055 2.9149
C -1.9567 2.1767 2.0397
H -3.6832 2.2556 6.1942
H -2.2794 3.0636 5.4590
H -2.4188 1.3064 5.3813
H -5.2378 3.7169 4.8222
H -5.0603 3.7894 3.0573
H -3.8316 4.5227 4.0942
H -5.4580 1.2169 4.7390
H -4.1990 0.2415 3.9448
H -5.2838 1.2376 2.9697
S -1.2706 -2.8112 2.1700
C -0.0197 -2.3227 3.3206
C 0.8968 -3.2598 3.8118
C 1.9008 -2.8850 4.6929
C 2.0271 -1.5601 5.0942
C 1.1399 -0.6163 4.5917
C 0.1261 -0.9892 3.7198
H 0.8162 -4.2863 3.4769
H 2.5988 -3.6322 5.0548
H 2.8188 -1.2647 5.7735
H 1.2421 0.4297 4.8578
H -0.5181 -0.2310 3.2943
N -4.6036 -2.0234 2.1076
C -5.4194 -1.2126 1.4199
N -6.7528 -1.2279 1.7658
N -5.0615 -0.4121 0.4460
C -3.7415 -0.3977 0.2753
N -2.5900 -0.4286 0.2928
H -4.9270 -2.4446 2.9597
H -3.5882 -2.0174 1.9695
H -7.1143 -2.1109 2.0859
H -7.3273 -0.7686 1.0779
O -1.0974 2.0405 1.1010
O 0.0442 1.2734 1.6539
```

Values from the calculation:
2S+1 ... 1
Charge ... -2
ΔE to the lowest compared entry with this formula, charge and spin ... 0.0 kcal per mole
Frontier orbital gap ... 5.709 eV

Atomic partial charges in e from the Mulliken method, atoms 1 to 2: 1.25, -0.73


Computed, not measured: C45H43N5O6PSe2W as an isolated structure, with ωB97M-V with the def2-TZVPD basis set.

```
103
C45H43N5O6PSe2W, DFT ωB97M-V with the def2-TZVPD basis set
W -0.2416 -0.6168 -0.4805
Se 0.6642 -2.9753 0.1779
Se -2.2972 -1.6700 0.9007
C -1.4225 -1.6847 2.5910
C -2.0194 -2.2394 3.7232
C -1.3015 -2.2532 4.9042
C -0.0177 -1.7230 4.9300
C 0.4846 -1.1877 3.7570
N -0.2026 -1.1563 2.6154
C -0.4997 -3.4325 -1.2170
C -0.7747 -4.6728 -1.7758
C -1.6844 -4.7307 -2.8120
C -2.2877 -3.5626 -3.2726
C -1.9714 -2.3672 -2.6659
N -1.1068 -2.3197 -1.6474
H -3.0111 -2.6689 3.6684
H -1.7350 -2.6857 5.7971
H 0.5755 -1.7284 5.8339
H 1.4777 -0.7506 3.7230
H -0.2795 -5.5582 -1.4029
H -1.9233 -5.6825 -3.2686
H -2.9974 -3.5810 -4.0867
H -2.4087 -1.4293 -2.9708
O 1.4458 0.1023 0.3449
C 2.2285 1.0879 0.0873
C 3.6130 1.2569 0.4449
C 4.6190 0.4921 1.0353
C 5.8578 1.1056 1.1798
C 6.0978 2.4179 0.7658
C 5.0867 3.1890 0.1814
C 3.8611 2.5903 0.0357
P 2.1834 2.7808 -0.5592
C 1.2163 3.9491 0.4005
C 0.3981 4.9051 -0.1908
C -0.2760 5.8227 0.6036
C -0.1136 5.7961 1.9813
C 0.7036 4.8398 2.5738
C 1.3605 3.9086 1.7879
C 2.1548 3.3139 -2.2773
C 2.7313 4.5717 -2.4831
C 2.8103 5.0976 -3.7616
C 2.3280 4.3646 -4.8390
C 1.7725 3.1098 -4.6356
C 1.6834 2.5774 -3.3570
H 4.4480 -0.5278 1.3513
H 6.6721 0.5493 1.6267
H 7.0826 2.8427 0.9032
H 5.2772 4.2082 -0.1282
H 0.3036 4.9495 -1.2652
H -0.9108 6.5690 0.1439
H -0.6203 6.5279 2.5979
H 0.8379 4.8292 3.6476
H 1.9970 3.1608 2.2476
H 3.1111 5.1490 -1.6468
H 3.2502 6.0737 -3.9160
H 2.3937 4.7721 -5.8392
H 1.4061 2.5353 -5.4765
H 1.2550 1.5979 -3.1984
O -1.9024 0.2040 -1.4918
C -1.4272 1.3443 -1.8323
O -0.2774 1.6471 -1.4720
C -2.2817 2.2515 -2.6408
C -1.7194 3.3940 -3.1939
C -2.5003 4.2603 -3.9409
C -3.8365 3.9539 -4.1046
C -4.4194 2.8202 -3.5748
C -3.6247 1.9565 -2.8378
N -4.6835 4.8866 -4.8881
O -5.8494 4.5883 -5.0304
O -4.1241 5.8119 -5.4375
H -0.6658 3.5840 -3.0570
H -2.0951 5.1531 -4.3941
H -5.4697 2.6319 -3.7406
H -4.0454 1.0618 -2.4001
N -0.9707 1.0008 1.0018
C -1.8369 1.5440 1.5371
N -2.8745 2.0730 2.1363
C -3.6386 1.2128 3.0678
C -3.1615 1.4224 4.4949
C -3.2236 2.9028 4.8665
C -2.4202 3.7469 3.8782
C -2.8821 3.5122 2.4465
H -3.5346 0.1835 2.7304
H -4.6874 1.4990 2.9601
H -2.1347 1.0511 4.5851
H -3.7759 0.8242 5.1699
H -2.8481 3.0563 5.8787
H -4.2675 3.2342 4.8663
H -1.3608 3.4849 3.9517
H -2.5077 4.8102 4.1127
H -2.2487 4.0221 1.7219
H -3.9075 3.8623 2.3076
C 3.0988 -0.3608 -2.9601
C 2.1297 -1.3617 -2.3584
C 1.9099 -2.5103 -3.3302
O 0.8638 -0.7476 -2.0732
H 4.0660 -0.8461 -3.1012
H 3.2547 0.5031 -2.3164
H 2.7529 -0.0162 -3.9367
H 2.5471 -1.7450 -1.4260
H 1.3717 -2.1442 -4.2077
H 1.3367 -3.3186 -2.8824
H 2.8672 -2.9178 -3.6594
```

Values from the calculation:
2S+1 ... 3
Expectation value of S² ... 2.034
Charge ... +1
ΔE to the lowest compared entry with this formula, charge and spin ... 25.6 kcal per mole
Frontier orbital gap (spin up / spin down) ... 6.393 / 6.287 eV

Atomic partial charges in e from the Mulliken method, atoms 1 to 2: 0.23, 0.03


Computed, not measured: a 3-piece molecular cluster, C45H44BF9N2O2 overall, with ωB97M-V with the def2-TZVPD basis set.

```
103
C45H44BF9N2O2, DFT ωB97M-V with the def2-TZVPD basis set
C -4.6483 -3.5826 2.1337
C -3.8903 -2.2739 2.0910
C -4.0921 -1.5525 0.7200
C -4.0109 -1.2969 3.3872
C -4.8965 -0.0630 3.2420
C -4.5098 -1.9335 4.6792
O -2.6476 -0.8643 3.5462
B -1.8488 -1.5419 2.6077
C -0.2733 -1.6478 2.7029
C 0.5325 -1.4045 3.8432
C 1.9082 -1.5949 3.8390
C 2.5068 -2.0065 2.6628
C 3.9783 -2.2694 2.5904
F 4.2317 -3.4857 2.0228
F 4.5919 -1.3285 1.8026
F 4.6023 -2.2341 3.7931
C 1.7616 -2.2044 1.5119
C 0.3848 -2.0383 1.5298
C -1.3333 -2.3930 5.9554
C -1.8711 -3.6499 5.5287
C -0.4009 -3.4638 5.8387
O -2.5031 -2.6402 2.0576
H -5.7245 -3.4016 2.1535
H -4.4372 -4.1593 1.2252
H -4.3632 -4.1805 3.0084
H -5.1437 -1.2788 0.5466
H -3.4547 -0.6546 0.6584
H -3.7747 -2.2562 -0.0748
H -5.9393 -0.3388 3.0556
H -4.9025 0.5078 4.1727
H -4.5795 0.6042 2.4424
H -5.5883 -2.1366 4.5981
H -3.9824 -2.8375 4.9915
H -4.3779 -1.2342 5.5123
H 0.0861 -1.0938 4.7839
H 2.5091 -1.4091 4.7240
H 2.2574 -2.4894 0.5922
H -0.1925 -2.2249 0.6300
H -1.6823 -1.4774 6.4654
H -2.5340 -4.2872 6.1602
H -2.0783 -3.7949 4.4399
H 0.1941 -3.5299 4.9150
H 0.1222 -3.9521 6.6714
F -8.1340 4.7840 4.2495
C -7.3370 4.2589 3.2883
F -6.9057 3.0267 3.7312
F -8.0981 4.0170 2.1790
C -6.1477 5.1034 2.9645
N -5.3006 4.4039 1.9851
C -5.5221 4.7358 0.6360
C -5.7945 6.0934 0.3355
C -6.2550 6.4471 -0.9219
C -6.5540 5.4689 -1.8853
C -6.3611 4.1150 -1.5496
C -5.7374 3.7441 -0.3458
C -4.3482 3.5168 2.4448
C -3.4393 2.8217 1.6116
C -2.4076 2.0095 2.1270
C -2.2125 1.8385 3.5266
C -1.1126 1.1054 4.1279
C -0.1278 1.8947 4.8317
C 0.7791 1.3519 5.7739
C 1.7356 2.1388 6.3507
C 1.8066 3.5291 6.0520
N 2.6383 4.3813 6.7314
C 3.5206 3.8132 7.7306
C 2.8320 3.8171 9.0588
F 3.5284 3.1870 10.0427
F 2.6184 5.1210 9.4598
F 1.5897 3.2448 8.9956
C 2.7084 5.7658 6.5104
C 1.5393 6.5475 6.5093
C 1.6454 7.9357 6.5523
C 2.9014 8.5490 6.6050
C 4.0604 7.7653 6.6020
C 3.9736 6.3802 6.5203
C 0.9840 4.0497 5.0289
C 0.1015 3.2303 4.3862
C -3.0048 2.6739 4.3528
C -4.0682 3.4232 3.8363
H -6.4579 6.0640 2.5480
H -5.5966 5.2914 3.8901
H -5.6495 6.8762 1.0965
H -6.3837 7.5047 -1.1418
H -6.9381 5.7615 -2.8668
H -6.6845 3.3169 -2.2175
H -5.4428 2.7058 -0.1349
H -3.4920 2.9534 0.5363
H -1.7136 1.5378 1.4394
H -0.6315 0.3721 3.5045
H 0.6887 0.3100 6.0857
H 2.4210 1.7129 7.0952
H 3.8295 2.8053 7.4492
H 4.3725 4.4727 7.8421
H 0.5647 6.0594 6.4919
H 0.7302 8.5250 6.5634
H 2.9626 9.6399 6.6567
H 5.0336 8.2368 6.6676
H 4.8731 5.7698 6.4904
H 1.0057 5.1075 4.7426
H -0.4762 3.6049 3.5329
H -2.7984 2.7048 5.4264
H -4.6418 3.9959 4.5430
```

Values from the calculation:
2S+1 ... 1
ΔE to the lowest compared entry with this formula, charge and spin ... 59.5 kcal per mole
Frontier orbital gap ... 3.351 eV

Atomic partial charges in e from the Mulliken method, atoms 1 to 2: -1.91, 1.34